No. 1
C12H18Si | ωB97M-V/def2-TZVPD

## Properties
SMILES: C[Si](C)(C)C/C=C/c1ccccc1
frontier orbital gap: 9.17 eV
molar mass: 190.36 Da
ΔE to the lowest compared entry with this formula, charge and spin: 0.0 kJ/mol

The geometry in ORCA input format:
```
! wB97M-V def2-TZVPD RIJCOSX def2/J DEFGRID3
* xyz 0 1
C -0.04 0.11 1.17
C 0.49 -0.93 0.53
C -3.86 0.22 3.14
C -2.76 0.83 3.71
C -3.68 -0.50 1.99
C -1.53 0.79 3.10
C -2.45 -0.54 1.39
C -1.32 0.09 1.90
C 3.49 -0.23 -2.57
C 0.51 -0.93 -2.97
C 1.38 1.82 -1.75
C 1.77 -0.87 -0.21
Si 1.75 -0.03 -1.88
H 0.49 1.03 1.19
H -0.05 -1.85 0.53
H -4.84 0.35 3.55
H -2.84 1.44 4.58
H -4.52 -1.01 1.54
H -0.68 1.27 3.55
H -2.38 -1.08 0.41
H 4.34 0.36 -2.22
H 3.79 -1.24 -2.37
H 3.54 -0.10 -3.63
H 0.88 -1.85 -3.42
H -0.39 -1.17 -2.41
H 0.28 -0.20 -3.75
H 2.18 2.20 -1.15
H 1.39 2.21 -2.75
H 0.41 2.04 -1.27
H 2.15 -1.88 -0.35
H 2.50 -0.33 0.42
*
```

No. 2
C14H48O10 | ωB97M-V/def2-TZVPD

## Properties
SMILES: CCO.CCO.CCO.CCO.CO.CO.CO.CO.CO.CO
frontier orbital gap: 9.62 eV
molar mass: 376.53 Da
ΔE to the lowest compared entry with this formula, charge and spin: 581.3 kJ/mol

The geometry in ORCA input format:
```
! wB97M-V def2-TZVPD RIJCOSX def2/J DEFGRID3
* xyz 0 1
C -0.74 -3.31 -1.87
C 0.71 -3.73 -1.89
O 0.89 -4.29 -3.13
H -1.16 -2.64 -2.53
H -1.04 -3.00 -0.90
H -1.39 -4.14 -2.17
H 0.72 -4.42 -1.06
H 1.41 -2.92 -1.66
H 0.25 -4.88 -3.46
C 4.04 0.86 2.17
C 2.73 1.30 2.89
O 1.74 1.88 2.01
H 4.53 1.69 1.75
H 3.94 0.16 1.39
H 4.78 0.45 2.90
H 2.90 2.05 3.66
H 2.28 0.45 3.34
H 1.37 1.12 1.51
C 0.27 0.94 -5.22
C -0.01 0.87 -3.69
O -0.34 2.10 -3.10
H -0.72 1.11 -5.70
H 0.75 -0.02 -5.54
H 0.86 1.83 -5.52
H 0.83 0.31 -3.18
H -0.93 0.29 -3.42
H -1.26 2.25 -3.18
C 1.82 -2.48 2.08
C 0.66 -3.59 1.96
O 0.71 -4.46 3.11
H 2.05 -2.14 1.05
H 2.72 -2.74 2.66
H 1.49 -1.52 2.41
H 0.93 -4.25 1.15
H -0.29 -3.15 1.73
H 0.35 -5.33 2.95
C 2.79 3.03 -1.82
O 1.60 3.38 -1.33
H 3.01 2.22 -1.15
H 3.62 3.77 -1.91
H 2.82 2.61 -2.84
H 0.89 2.91 -1.83
C -1.07 3.64 0.61
O -1.19 2.41 1.41
H -1.03 3.42 -0.46
H -0.14 4.06 0.85
H -1.86 4.29 0.91
H -0.45 1.89 1.07
C -3.71 1.92 -1.27
O -3.05 1.55 -2.48
H -4.41 2.81 -1.46
H -2.90 2.11 -0.43
H -4.10 1.02 -0.83
H -3.80 1.38 -3.06
C -0.25 0.10 -0.55
O 0.12 -0.16 0.82
H -1.31 0.29 -0.63
H 0.07 -0.68 -1.25
H 0.21 1.07 -0.76
H -0.58 -0.64 1.27
C -0.59 -0.05 3.98
O -0.85 0.10 5.31
H 0.45 -0.11 3.98
H -0.96 0.74 3.35
H -0.90 -1.01 3.67
H -1.69 0.46 5.61
C -3.15 -0.49 1.27
O -2.44 -1.65 1.01
H -2.57 0.41 1.15
H -3.55 -0.54 2.26
H -3.99 -0.57 0.65
H -2.88 -2.38 1.40
*
```

No. 3
C43H44CaClI2N7OP | ωB97M-V/def2-TZVPD

## Properties
frontier orbital gap: 7.43 eV
molar mass: 1035.19 Da
ΔE to the lowest compared entry with this formula, charge and spin: 5.7 kJ/mol

The geometry in ORCA input format:
```
! wB97M-V def2-TZVPD RIJCOSX def2/J DEFGRID3
* xyz 1 1
Ca -0.81 -0.22 0.00
I 1.26 -3.35 -0.73
C 3.30 -3.39 -1.25
C 3.72 -4.66 -1.56
C 5.07 -4.95 -1.79
C 5.99 -3.96 -1.66
C 5.59 -2.64 -1.36
C 6.60 -1.66 -1.25
C 6.30 -0.36 -1.00
C 4.95 0.00 -0.88
C 3.91 -0.90 -0.97
P 2.23 -0.15 -0.99
C 2.00 0.14 -2.78
C 2.93 0.79 -3.59
C 2.68 1.00 -4.93
C 1.49 0.54 -5.49
C 0.57 -0.14 -4.71
C 0.83 -0.34 -3.36
C 2.50 1.51 -0.25
C 2.74 1.53 1.12
C 2.86 2.73 1.80
C 2.71 3.93 1.12
C 2.45 3.92 -0.24
C 2.36 2.72 -0.92
C 4.21 -2.29 -1.18
H 3.00 -5.46 -1.61
H 5.36 -5.97 -2.04
H 7.04 -4.15 -1.80
H 7.63 -1.97 -1.38
H 7.07 0.39 -0.91
H 4.72 1.05 -0.72
H 3.87 1.13 -3.16
H 3.40 1.52 -5.54
H 1.30 0.70 -6.54
H -0.34 -0.52 -5.15
H 0.12 -0.90 -2.77
H 2.84 0.59 1.67
H 3.06 2.72 2.87
H 2.80 4.87 1.66
H 2.34 4.85 -0.78
H 2.18 2.74 -1.99
C -0.79 2.80 1.55
N -0.54 2.36 2.90
C -1.19 3.04 4.01
C -0.76 2.16 5.17
N -0.61 0.86 4.53
C -0.29 -0.28 5.36
C -0.40 1.02 3.19
N -0.14 0.18 2.25
C 0.11 -1.24 2.49
C -1.17 -2.07 2.40
N -1.54 -2.30 1.00
C -2.69 -2.83 0.71
N -3.06 -3.03 -0.60
C -2.40 -2.38 -1.71
C -4.50 -3.20 -0.68
C -4.79 -3.81 0.68
N -3.72 -3.25 1.50
C -3.66 -3.72 2.87
H -0.74 3.89 1.52
H -1.77 2.48 1.18
H 0.00 2.43 0.89
H -2.28 3.03 3.89
H -0.85 4.07 4.10
H -1.50 2.12 5.97
H 0.20 2.51 5.59
H -0.68 -0.08 6.36
H 0.78 -0.46 5.45
H -0.78 -1.18 5.00
H 0.61 -1.43 3.44
H 0.81 -1.59 1.73
H -1.96 -1.50 2.91
H -1.03 -3.01 2.94
H -1.32 -2.58 -1.66
H -2.60 -1.31 -1.74
H -2.75 -2.83 -2.63
H -4.78 -3.85 -1.50
H -5.00 -2.23 -0.79
H -4.71 -4.91 0.64
H -5.76 -3.54 1.08
H -4.69 -3.84 3.22
H -3.17 -3.01 3.53
H -3.17 -4.69 2.95
Cl -5.48 5.00 -2.10
C -4.72 3.58 -1.45
C -5.37 2.81 -0.53
C -4.78 1.66 0.01
I -5.81 0.51 1.39
C -3.51 1.25 -0.36
O -2.91 0.21 0.09
C -2.81 2.08 -1.33
N -1.56 1.67 -1.66
C -0.90 2.37 -2.56
C -1.42 3.52 -3.18
C -2.66 3.95 -2.83
C -3.41 3.23 -1.88
H -6.37 3.10 -0.22
H 0.08 2.01 -2.84
H -0.82 4.04 -3.91
H -3.10 4.84 -3.28
*
```

No. 4
C5H11NO2 | ωB97M-V/def2-TZVPD

## Properties
SMILES: CO/C(C)=C(\C)ON
frontier orbital gap: 9.51 eV
molar mass: 117.15 Da
ΔE to the lowest compared entry with this formula, charge and spin: 598.9 kJ/mol

The geometry in ORCA input format:
```
! wB97M-V def2-TZVPD RIJCOSX def2/J DEFGRID3
* xyz 0 1
C -2.57 -0.38 0.15
C -0.46 1.95 -0.14
C 0.86 -1.87 0.36
C -0.15 0.52 -0.17
C 0.58 -0.43 0.27
N 2.95 0.51 -0.38
O 1.92 0.57 0.55
O -1.40 -0.52 -0.60
H 2.65 0.94 -1.26
H 3.20 -0.46 -0.57
H -2.45 -0.68 1.20
H -2.97 0.64 0.14
H -3.34 -1.02 -0.31
H -1.36 2.15 0.44
H -0.62 2.32 -1.15
H 0.37 2.48 0.33
H 1.25 -2.27 -0.58
H 1.60 -2.04 1.15
H -0.07 -2.39 0.58
*
```

No. 5
C4H6N2O | ωB97M-V/def2-TZVPD

## Properties
frontier orbital gap: 8.93 eV
molar mass: 98.10 Da
ΔE to the lowest compared entry with this formula, charge and spin: 553.8 kJ/mol

The geometry in ORCA input format:
```
! wB97M-V def2-TZVPD RIJCOSX def2/J DEFGRID3
* xyz 0 1
C 1.24 -2.30 0.48
C 0.72 -0.98 0.02
C -0.47 2.39 -1.06
C -0.69 1.22 -0.50
O -1.07 3.52 -0.59
N -1.28 0.23 -0.05
N -0.45 -0.73 0.55
H 0.59 -2.87 1.16
H 2.23 -2.15 0.93
H 1.41 -2.90 -0.43
H 0.11 2.52 -1.97
H -1.34 3.42 0.33
H -1.00 -1.36 1.13
*
```

No. 6
C6H10BrN2 | ωB97M-V/def2-TZVPD

## Properties
SMILES: C[C@@H]([NH3+])c1c[nH]cc1Br
frontier orbital gap: 9.34 eV
molar mass: 190.06 Da
ΔE to the lowest compared entry with this formula, charge and spin: 8.5 kJ/mol

The geometry in ORCA input format:
```
! wB97M-V def2-TZVPD RIJCOSX def2/J DEFGRID3
* xyz 1 1
C 0.66 -0.81 1.25
C -0.95 -2.29 0.92
C -0.24 -0.18 0.40
C -1.35 -1.16 0.29
C 1.13 1.90 -0.02
C -0.11 1.10 -0.23
N 0.23 -2.07 1.50
N -0.17 0.67 -1.70
Br -2.92 -0.97 -0.76
H 1.58 -0.57 1.83
H -1.55 -3.15 0.80
H 1.98 1.69 -0.71
H 0.83 2.95 -0.24
H 1.46 2.00 0.96
H -0.95 1.84 -0.18
H 0.85 -2.64 2.01
H -0.60 -0.21 -1.82
H 0.77 0.52 -1.98
H -0.62 1.36 -2.33
*
```

No. 7
C31H46BrI2NO2SbSe4Si2TeW | ωB97M-V/def2-TZVPD

## Properties
frontier orbital gap (spin up / spin down): 5.14 / 5.14 eV
molar mass: 1603.64 Da
ΔE to the lowest compared entry with this formula, charge and spin: 203.2 kJ/mol

The geometry in ORCA input format:
```
! wB97M-V def2-TZVPD RIJCOSX def2/J DEFGRID3
* xyz 1 1
W -1.33 -0.92 -0.83
I 1.57 -4.06 -1.41
C 0.26 -4.43 0.16
C 0.13 -5.76 0.62
C -0.75 -6.05 1.63
I -0.91 -8.03 2.24
C -1.53 -5.02 2.23
C -2.46 -5.24 3.27
C -3.16 -4.19 3.79
C -2.91 -2.90 3.28
N -2.06 -2.65 2.32
C -1.38 -3.69 1.78
C -0.47 -3.42 0.71
O -0.36 -2.16 0.24
H 0.72 -6.54 0.17
H -2.62 -6.25 3.64
H -3.88 -4.33 4.57
H -3.44 -2.05 3.68
C 6.64 -1.12 -1.95
C 5.62 -0.92 -3.07
C 5.59 -2.19 -3.94
C 6.07 0.27 -3.93
C 4.22 -0.66 -2.53
C 3.94 -0.64 -1.18
C 2.64 -0.43 -0.74
Br 2.35 -0.52 1.14
C 1.60 -0.23 -1.63
O 0.33 -0.05 -1.14
C 1.86 -0.23 -3.01
C 3.16 -0.44 -3.42
C 0.72 -0.05 -4.00
C 1.18 -0.14 -5.45
C 0.10 1.35 -3.81
C -0.29 -1.19 -3.77
H 7.63 -1.31 -2.39
H 6.39 -1.98 -1.33
H 6.73 -0.24 -1.32
H 6.59 -2.40 -4.34
H 4.91 -2.09 -4.78
H 5.28 -3.06 -3.34
H 7.07 0.10 -4.32
H 6.08 1.19 -3.34
H 5.40 0.43 -4.78
H 4.71 -0.81 -0.44
H 3.37 -0.45 -4.48
H 1.86 0.67 -5.71
H 0.31 -0.07 -6.10
H 1.67 -1.09 -5.66
H 0.88 2.11 -3.89
H -0.39 1.47 -2.84
H -0.65 1.53 -4.58
H -0.06 -2.05 -4.40
H -1.31 -0.91 -4.01
H -0.20 -1.65 -2.77
Se -5.16 0.85 -0.79
Sb -3.45 0.36 -2.35
Se -2.52 0.51 0.79
Se -2.76 -2.55 -1.56
Se -3.52 0.66 -4.69
C -4.37 2.68 5.52
Si -3.99 1.81 3.91
C -4.95 0.22 3.75
C -4.41 2.94 2.48
C -2.12 1.41 4.13
Te -0.83 0.51 2.70
C 0.34 2.24 2.33
Si -0.29 3.92 1.69
C -1.12 4.82 3.10
C -1.39 3.77 0.19
C 1.29 4.81 1.23
H -5.44 2.93 5.57
H -3.81 3.62 5.60
H -4.14 2.06 6.38
H -6.01 0.43 3.86
H -4.68 -0.51 4.52
H -4.81 -0.23 2.76
H -5.47 3.21 2.61
H -4.34 2.47 1.50
H -3.85 3.87 2.47
H -2.06 0.74 4.99
H -1.61 2.34 4.40
H 1.11 1.86 1.65
H 0.83 2.41 3.29
H -2.02 4.31 3.46
H -1.42 5.82 2.79
H -0.44 4.93 3.94
H -2.43 3.53 0.43
H -1.02 3.01 -0.51
H -1.38 4.73 -0.34
H 1.97 4.88 2.08
H 1.07 5.82 0.89
H 1.81 4.30 0.42
*
```

No. 8
C41H39BrCl2F2N3RuS | ωB97M-V/def2-TZVPD

## Properties
⟨S²⟩: 8.770
frontier orbital gap (spin up / spin down): 7.51 / 6.87 eV
molar mass: 895.73 Da
ΔE to the lowest compared entry with this formula, charge and spin: 0.0 kJ/mol

The geometry in ORCA input format:
```
! wB97M-V def2-TZVPD RIJCOSX def2/J DEFGRID3
* xyz 0 6
Ru 0.26 0.92 0.22
F -1.41 -1.37 4.92
C -1.74 -0.62 3.86
C -0.79 -0.35 2.90
C -1.14 0.41 1.79
C -2.45 0.89 1.65
C -3.37 0.58 2.65
F -4.64 1.02 2.58
C -3.04 -0.18 3.76
C -2.76 1.74 0.47
C -4.04 2.12 0.05
C -4.17 2.93 -1.06
C -3.04 3.36 -1.75
C -1.81 2.92 -1.29
N -1.69 2.14 -0.22
H 0.21 -0.77 3.02
H -3.78 -0.40 4.51
H -4.91 1.77 0.58
H -5.15 3.22 -1.40
H -3.11 4.00 -2.61
H -0.89 3.19 -1.79
Cl 2.74 0.77 2.22
C 3.70 1.82 1.21
C 5.07 1.60 1.20
C 5.88 2.41 0.42
C 5.31 3.42 -0.34
C 3.94 3.61 -0.32
Cl 3.28 4.88 -1.30
C 3.08 2.81 0.45
S 1.35 3.08 0.47
H 5.49 0.82 1.81
H 6.95 2.26 0.40
H 5.92 4.06 -0.96
C 4.51 -3.08 -0.74
C 3.13 -3.30 -0.18
C 2.40 -4.46 -0.39
C 1.15 -4.61 0.18
C 0.67 -3.56 0.94
Br -1.00 -3.78 1.82
N 1.31 -2.42 1.13
C 2.52 -2.31 0.59
H 4.89 -3.99 -1.20
H 5.20 -2.78 0.04
H 4.51 -2.30 -1.50
H 2.82 -5.26 -0.99
H 0.57 -5.51 0.05
H 3.04 -1.38 0.78
C -3.81 0.41 -4.50
C -3.08 -0.15 -3.31
C -3.72 -0.96 -2.38
C -3.05 -1.46 -1.27
C -3.77 -2.30 -0.26
C -1.71 -1.14 -1.11
C -1.04 -0.30 -2.00
C -1.74 0.18 -3.11
N 0.26 0.14 -1.66
C 1.30 0.34 -2.68
C 1.30 1.76 -3.26
C 2.46 1.93 -4.25
C 3.79 1.71 -3.53
C 3.82 0.30 -2.94
C 3.70 -0.72 -4.07
C 2.37 -0.52 -4.79
C 2.32 0.90 -5.38
C 1.21 -0.70 -3.80
C 2.65 0.12 -1.97
H -4.86 0.10 -4.50
H -3.36 0.08 -5.43
H -3.78 1.50 -4.49
H -4.78 -1.19 -2.52
H -4.84 -2.14 -0.31
H -3.43 -2.07 0.75
H -3.58 -3.37 -0.43
H -1.16 -1.54 -0.26
H -1.27 0.86 -3.80
H 1.40 2.48 -2.44
H 0.36 1.97 -3.77
H 2.44 2.94 -4.67
H 3.91 2.45 -2.73
H 4.63 1.85 -4.22
H 4.76 0.15 -2.39
H 3.75 -1.74 -3.67
H 4.54 -0.61 -4.77
H 2.27 -1.25 -5.59
H 1.37 1.05 -5.91
H 3.13 1.03 -6.11
H 1.23 -1.70 -3.36
H 0.27 -0.61 -4.34
H 2.74 0.83 -1.14
H 2.65 -0.89 -1.55
*
```